--- i ---
Below is a molecular structure, C39H56BaF3N4O5Si3, with properties calculated with wB97M-V/def2-TZVPD.

Cartesian coordinates (Å):
Ba (-0.747, 0.571, -0.638)
C (1.202, 4.182, -2.036)
O (0.428, 3.361, -1.182)
Si (-1.178, 3.719, -0.798)
C (-1.081, 3.949, 1.070)
C (-1.713, 5.413, -1.420)
C (-2.296, 2.390, -1.283)
Si (-2.399, 1.877, -3.030)
C (-0.850, 2.352, -3.988)
C (-2.615, 0.010, -3.384)
C (-3.770, 2.776, -3.969)
Si (-3.635, 1.891, -0.149)
C (-3.153, 1.386, 1.624)
C (-4.534, 0.354, -0.780)
C (-4.990, 3.198, -0.004)
H (0.604, 4.637, -2.828)
H (1.972, 3.566, -2.499)
H (1.677, 4.987, -1.463)
H (-0.369, 4.756, 1.271)
H (-0.740, 3.068, 1.616)
H (-2.048, 4.251, 1.481)
H (-1.093, 6.233, -1.046)
H (-2.729, 5.549, -1.041)
H (-1.763, 5.486, -2.509)
H (0.088, 1.967, -3.590)
H (-0.772, 3.441, -4.046)
H (-0.957, 1.985, -5.014)
H (-2.103, -0.767, -2.806)
H (-2.273, -0.105, -4.418)
H (-3.678, -0.237, -3.368)
H (-3.693, 3.840, -3.735)
H (-4.772, 2.447, -3.678)
H (-3.674, 2.652, -5.052)
H (-2.463, 0.548, 1.772)
H (-4.116, 1.055, 2.030)
H (-2.818, 2.228, 2.229)
H (-3.892, -0.524, -0.880)
H (-5.029, 0.540, -1.737)
H (-5.308, 0.095, -0.051)
H (-4.653, 4.090, 0.532)
H (-5.880, 2.815, 0.505)
H (-5.275, 3.509, -1.012)
F (-5.458, -6.887, 4.843)
C (-4.667, -7.286, 3.820)
F (-5.452, -8.034, 3.019)
F (-3.759, -8.122, 4.362)
C (-4.037, -6.141, 3.099)
C (-2.806, -5.646, 3.515)
C (-2.247, -4.555, 2.877)
C (-2.900, -3.924, 1.807)
C (-4.142, -4.440, 1.406)
C (-4.702, -5.531, 2.042)
C (-2.319, -2.799, 1.151)
C (-1.799, -1.834, 0.596)
H (-2.286, -6.119, 4.338)
H (-1.290, -4.166, 3.200)
H (-4.657, -3.963, 0.583)
H (-5.661, -5.915, 1.716)
C (0.947, -0.697, 3.492)
C (1.113, 0.527, 2.641)
O (0.294, 0.789, 1.780)
C (2.225, 1.490, 2.892)
C (2.444, 2.504, 1.961)
C (3.448, 3.432, 2.173)
C (4.234, 3.360, 3.317)
C (4.020, 2.351, 4.245)
C (3.020, 1.413, 4.030)
H (0.274, -1.374, 2.969)
H (0.489, -0.407, 4.442)
H (1.903, -1.178, 3.682)
H (1.831, 2.542, 1.069)
H (3.624, 4.211, 1.442)
H (5.020, 4.086, 3.481)
H (4.636, 2.290, 5.133)
H (2.861, 0.622, 4.750)
C (4.100, -2.489, -1.987)
C (4.844, -2.104, -0.711)
C (4.719, -0.615, -0.297)
C (5.711, -0.331, 0.836)
C (5.660, 1.109, 1.332)
C (5.094, 0.210, -1.509)
O (6.237, 0.314, -1.916)
N (4.050, 0.805, -2.149)
C (2.686, 0.685, -1.802)
O (1.879, 1.126, -2.613)
N (2.336, 0.153, -0.618)
C (3.273, -0.389, 0.184)
O (3.007, -0.766, 1.329)
H (4.148, -3.569, -2.141)
H (4.549, -2.015, -2.861)
H (3.049, -2.201, -1.954)
H (5.909, -2.317, -0.831)
H (4.483, -2.689, 0.138)
H (6.710, -0.567, 0.466)
H (5.475, -1.014, 1.653)
H (5.898, 1.810, 0.529)
H (6.381, 1.270, 2.136)
H (4.671, 1.351, 1.720)
H (4.238, 1.256, -3.032)
C (1.020, -3.031, -0.134)
C (0.442, -3.021, -1.503)
N (0.280, -1.988, -2.302)
C (-0.195, -2.500, -3.491)
C (-0.336, -3.848, -3.406)
N (0.080, -4.168, -2.133)
H (1.137, -2.016, 0.233)
H (2.007, -3.501, -0.144)
H (0.366, -3.566, 0.553)
H (-0.410, -1.861, -4.331)
H (-0.684, -4.586, -4.106)
H (0.068, -5.079, -1.710)

Values from the calculation:
Spin multiplicity: 1
Charge: -1
Gap between HOMO and LUMO in eV: 7.0


--- ii ---
Below is a molecular structure, C39H56BaF3N4O5Si3, with properties calculated with wB97M-V/def2-TZVPD.

Cartesian coordinates (Å):
Ba (0.915, 0.055, -0.720)
C (4.341, -1.663, 1.359)
O (3.370, -0.708, 0.953)
Si (3.858, 0.653, 0.072)
C (3.377, 2.085, 1.204)
C (5.732, 0.857, -0.005)
C (3.055, 0.766, -1.560)
Si (3.170, -0.642, -2.740)
C (3.597, -2.247, -1.840)
C (1.625, -1.070, -3.784)
C (4.626, -0.481, -3.937)
Si (2.442, 2.390, -2.164)
C (1.279, 3.392, -1.037)
C (1.440, 2.164, -3.755)
C (3.831, 3.547, -2.716)
H (5.159, -1.753, 0.643)
H (3.846, -2.630, 1.448)
H (4.763, -1.381, 2.329)
H (3.936, 1.962, 2.137)
H (2.322, 2.189, 1.453)
H (3.718, 3.017, 0.741)
H (6.210, 0.912, 0.977)
H (5.880, 1.810, -0.521)
H (6.240, 0.090, -0.595)
H (2.940, -2.570, -1.035)
H (4.610, -2.135, -1.439)
H (3.645, -3.044, -2.588)
H (0.604, -1.044, -3.385)
H (1.814, -2.105, -4.085)
H (1.632, -0.464, -4.692)
H (5.489, -0.148, -3.355)
H (4.455, 0.257, -4.725)
H (4.873, -1.434, -4.412)
H (0.323, 2.962, -0.716)
H (1.037, 4.235, -1.694)
H (1.791, 3.801, -0.165)
H (0.563, 1.518, -3.683)
H (2.103, 1.781, -4.537)
H (1.088, 3.149, -4.077)
H (4.402, 3.951, -1.875)
H (3.458, 4.388, -3.305)
H (4.521, 2.965, -3.332)
F (-6.330, 6.644, -3.957)
C (-6.605, 5.337, -4.160)
F (-6.800, 5.207, -5.485)
F (-7.797, 5.119, -3.572)
C (-5.535, 4.433, -3.645)
C (-5.580, 3.977, -2.333)
C (-4.567, 3.174, -1.844)
C (-3.479, 2.803, -2.648)
C (-3.452, 3.281, -3.968)
C (-4.463, 4.084, -4.459)
C (-2.439, 1.968, -2.144)
C (-1.558, 1.242, -1.686)
H (-6.412, 4.246, -1.696)
H (-4.604, 2.816, -0.824)
H (-2.619, 3.003, -4.600)
H (-4.425, 4.437, -5.481)
C (-2.049, 2.007, 2.286)
C (-0.696, 1.378, 2.411)
O (0.027, 1.285, 1.434)
C (-0.179, 0.928, 3.738)
C (0.938, 0.098, 3.769)
C (1.451, -0.326, 4.985)
C (0.862, 0.084, 6.174)
C (-0.251, 0.912, 6.146)
C (-0.776, 1.324, 4.931)
H (-2.365, 1.926, 1.248)
H (-1.964, 3.068, 2.540)
H (-2.776, 1.533, 2.941)
H (1.391, -0.236, 2.844)
H (2.310, -0.986, 5.002)
H (1.266, -0.249, 7.122)
H (-0.718, 1.228, 7.071)
H (-1.654, 1.957, 4.912)
C (-2.349, -4.521, 1.155)
C (-2.633, -3.923, 2.529)
C (-1.420, -3.261, 3.233)
C (-1.816, -2.902, 4.669)
C (-0.692, -2.245, 5.457)
C (-0.310, -4.291, 3.262)
O (-0.325, -5.262, 3.998)
N (0.699, -4.081, 2.373)
C (0.749, -3.046, 1.407)
O (1.601, -3.158, 0.534)
N (-0.085, -1.999, 1.514)
C (-1.058, -1.990, 2.442)
O (-1.738, -0.985, 2.668)
H (-3.275, -4.877, 0.699)
H (-1.674, -5.377, 1.229)
H (-1.897, -3.800, 0.473)
H (-3.004, -4.702, 3.199)
H (-3.405, -3.152, 2.462)
H (-2.136, -3.822, 5.162)
H (-2.672, -2.229, 4.609)
H (0.173, -2.908, 5.540)
H (-1.017, -2.002, 6.471)
H (-0.371, -1.318, 4.981)
H (1.385, -4.812, 2.259)
C (-2.927, -1.263, -0.461)
C (-2.344, -1.965, -1.633)
N (-1.093, -2.333, -1.806)
C (-1.063, -3.024, -2.998)
C (-2.302, -3.067, -3.554)
N (-3.111, -2.388, -2.671)
H (-2.140, -0.894, 0.189)
H (-3.544, -1.951, 0.124)
H (-3.528, -0.411, -0.777)
H (-0.149, -3.446, -3.378)
H (-2.672, -3.495, -4.468)
H (-4.087, -2.184, -2.785)

Values from the calculation:
Spin multiplicity: 1
Charge: -1
Gap between HOMO and LUMO in eV: 7.0


Quick ranking, most stable first: i, ii.